# H2

A 2-piece molecular cluster, H2 overall (the ωB97M-V functional and the def2-TZVPD basis, the Open Molecules 2025 dataset).

Geometry as XYZ:
```
2
Properties=species:S:1:pos:R:3:forces:R:3:mulliken_charge:R:1
H -0.50159 -0.33728 0.44924 2.93 1.97 -2.63 0.000
H 0.50159 0.33728 -0.44924 -2.93 -1.97 2.63 0.000
```
Forces are in eV/Å.

Properties
**HOMO energy**: -11.43 eV
**Charge**: 0
**Gap between HOMO and LUMO**: 10.924 eV
**F_max**: 4.407 eV Å⁻¹
**Electronic energy**: -1.0438 Eh
**LUMO energy**: -0.51 eV

---

# C17H47Ag3NO19P3

C17H47Ag3NO19P3 as an isolated structure (the ωB97M-V functional and the def2-TZVPD basis, the Open Molecules 2025 dataset).

Geometry as XYZ:
```
90
Properties=species:S:1:pos:R:3:forces:R:3:mulliken_charge:R:1
Ag 1.08566 -0.88603 4.45118 0.06 -1.35 -0.42 0.750
Ag -1.94620 0.72238 3.00776 0.32 -0.19 -0.54 0.638
Ag -0.55547 4.04019 2.22578 0.31 0.47 -1.10 1.020
P 2.33101 5.18421 -0.02215 1.66 0.29 0.22 0.595
P 2.16111 -4.54908 3.47049 0.36 -2.59 -1.84 0.986
P -3.49205 2.92419 0.56228 -1.52 2.15 -2.15 1.108
O 0.26065 1.55331 2.10102 -0.97 0.39 0.11 -0.596
O -4.92991 3.22133 1.30667 3.84 0.72 -0.74 -0.334
O 2.00001 0.29154 1.85063 2.10 1.74 -0.63 -0.524
O -4.11478 2.74150 -0.94038 1.83 0.06 1.50 -0.284
O 1.64178 -0.76548 -2.88671 0.36 0.92 -0.33 -0.409
O 0.21351 -0.64739 2.18527 -2.94 0.03 1.30 -0.385
O 3.48025 4.09120 0.51333 -2.04 2.94 -1.06 -0.435
O 3.49681 -4.02504 2.68022 -1.51 1.35 0.34 -0.373
O 2.05725 4.86720 -1.59821 0.22 1.04 1.88 0.087
O -1.69735 -4.02833 0.11343 1.39 0.29 0.42 -0.390
O 0.98082 -3.65193 3.70912 1.62 0.49 0.22 -0.585
O -4.08807 -4.13695 -1.60856 0.22 -0.10 -0.28 -0.242
O 3.12867 6.61962 0.02363 -0.57 -2.42 -0.07 -0.327
O 1.06266 5.17882 0.79356 1.02 -0.50 -0.80 -0.512
O 2.76020 -5.27794 4.79253 0.24 1.96 -2.63 -0.348
O 1.73856 -5.77549 2.46267 -0.65 1.95 2.06 -0.267
O -0.18597 1.82486 -2.63816 -0.24 1.23 0.60 -0.486
O -2.35946 4.02699 0.61692 -3.19 -3.83 1.06 -0.686
O -3.10738 1.34115 0.94531 -1.98 5.25 2.47 -0.195
N 0.82733 0.44861 2.02473 1.16 -1.41 0.05 0.900
C -3.02969 -5.07717 -1.53474 1.61 0.15 1.36 -0.584
C -5.91306 2.21822 1.40175 -1.07 -1.18 2.38 -0.671
C -0.51007 -3.36949 0.63614 -0.79 -0.54 -0.87 -0.205
C -5.30388 -4.82090 -1.86585 0.20 -1.38 -0.25 -0.793
C -1.65410 -4.42955 -1.28386 -1.52 0.87 1.28 -0.423
C 2.94221 5.27306 -2.66401 0.59 -0.82 -1.15 -0.840
C -2.39242 0.74999 -0.04635 1.96 -3.13 -2.10 0.351
C 1.23805 0.06743 -1.83824 0.34 0.92 1.05 -0.579
C -0.50521 3.22478 -2.64584 -0.18 -0.03 -0.63 -0.614
C 2.98703 -0.50437 -3.28070 0.68 0.01 0.20 -0.658
C 2.08773 -6.23741 5.54273 -1.00 -1.92 1.62 -0.700
C -4.63966 3.91266 -1.60276 -0.56 0.28 -1.39 -0.864
C 1.08988 1.62733 -2.04962 -0.88 -2.29 -0.47 0.318
C 2.30435 -6.09800 1.19437 0.70 -0.90 0.70 -0.619
C 3.48586 -2.80977 1.79837 -0.33 -0.01 1.13 -0.311
C 3.61024 2.75327 -0.02699 -0.24 0.90 0.84 -0.023
C 2.42379 7.84553 -0.37992 -0.50 -1.59 0.29 -0.591
H 1.15870 2.09444 -1.06719 -0.20 0.14 0.24 -0.036
H -4.37741 4.87780 -1.16935 -0.13 -0.32 0.46 0.409
H 3.41685 0.41905 -2.89254 -0.53 0.49 0.08 0.202
H 1.08963 -6.53752 5.22362 -0.25 0.87 -0.23 0.303
H -0.87581 -5.18086 -1.41769 0.17 0.18 -0.29 0.346
H 1.85407 8.12664 0.50579 0.30 0.73 -0.22 0.254
H 2.09534 -5.94957 6.59401 -0.34 0.44 -0.14 0.312
H 3.17829 8.52629 -0.77413 -0.28 0.02 0.37 0.249
H -5.48876 1.22148 1.52257 0.10 0.02 -0.37 0.254
H 3.15358 4.33147 -3.17077 0.22 0.12 -0.17 0.288
H 4.66568 2.55140 0.15574 -0.19 -0.44 -0.45 0.323
H 3.67967 -1.22844 -2.85170 -0.20 -0.59 -0.18 0.306
H -1.89181 1.36978 -0.79023 -0.38 0.36 -0.03 0.309
H 2.96930 2.15747 0.62289 0.18 -0.51 -0.44 0.028
H -4.32301 3.96380 -2.64450 0.85 -0.39 0.14 0.292
H -5.39169 -5.68868 -1.21213 0.09 -0.15 0.33 0.324
H -6.77999 2.16395 0.74329 0.66 0.70 -0.79 0.276
H 0.43435 -3.83481 0.35393 0.01 -0.53 -0.33 0.203
H 2.50517 5.92948 -3.41647 -0.83 -0.02 0.46 0.307
H -3.10777 0.05314 -0.48312 0.62 -0.20 -0.64 0.425
H 2.81592 -5.25605 0.72797 -0.36 -0.13 -0.15 0.281
H 2.76018 -2.06250 2.11944 0.07 -0.08 0.71 -0.020
H -0.54060 3.70359 -1.66728 0.53 -0.26 0.42 0.113
H -0.51006 -3.39220 1.72591 -0.45 0.10 -0.11 0.235
H -0.44011 -2.35551 0.24239 -0.16 0.32 0.12 -0.067
H 1.70580 7.53756 -1.14001 0.01 0.48 -0.28 0.304
H -1.49979 3.43002 -3.04180 -0.06 -0.68 -0.32 0.291
H 0.20058 3.74246 -3.29544 0.11 0.21 0.12 0.353
H -2.84546 -5.80954 -2.32073 -0.92 0.30 -0.81 0.418
H 0.33960 -0.35436 -1.38771 -0.55 0.20 -0.59 0.035
H -5.70625 3.77458 -1.78001 -0.17 0.12 0.92 0.303
H 3.03274 -6.86855 1.44698 0.29 0.01 -0.55 0.322
H 1.88995 2.03629 -2.66666 0.07 0.04 -0.23 0.288
H -5.23333 -5.24873 -2.86589 -0.38 0.14 -0.28 0.322
H 1.91139 -0.02522 -0.98612 0.81 -0.08 0.12 0.439
H 3.11864 -0.45345 -4.36153 -0.37 -0.30 0.04 0.302
H 4.48968 -2.39047 1.86650 -0.15 -0.24 -0.13 0.345
H -1.58991 0.21850 0.46510 0.12 -0.49 -0.42 -0.804
H 2.55079 -7.22306 5.58923 0.93 0.22 -0.65 0.291
H -6.31076 2.46956 2.38500 -0.51 -0.37 0.00 0.294
H 3.89656 5.75494 -2.45164 -0.13 -0.19 1.03 0.405
H -1.56909 -3.52268 -1.88257 0.51 -0.11 -0.36 0.254
H 3.29282 2.74702 -1.06973 0.34 -0.29 0.09 -0.019
H 3.15064 -2.92697 0.76785 0.42 -1.09 -0.05 0.266
H -6.25155 -4.29921 -1.73215 0.60 0.84 -0.09 0.257
H -3.11841 -5.66795 -0.62304 -0.56 -0.34 0.14 0.299
H 1.52492 -6.58344 0.60706 0.01 0.49 -0.13 0.220
```
Forces are in eV/Å.

Properties
**HOMO energy**: -12.92 eV
**Charge**: +2
**Gap between HOMO and LUMO**: 4.922 eV
**F_max**: 6.130 eV Å⁻¹
**Electronic energy**: -3624.5428 Eh
**LUMO energy**: -8.00 eV

---

# C12H14O

C12H14O as an isolated structure (the ωB97M-V functional and the def2-TZVPD basis, the Open Molecules 2025 dataset).

Geometry as XYZ:
```
27
Properties=species:S:1:pos:R:3:forces:R:3:nbo_charge:R:1
O 3.57540 0.46612 -1.45916 -3.25 -2.94 -0.71 -0.538
C -0.94224 -0.26750 -1.11987 2.82 0.86 0.56 -0.039
C 2.45802 -0.08419 1.70223 -1.74 0.57 1.66 -0.642
C 1.26437 -0.11015 0.74273 -1.86 0.33 5.62 0.029
C 1.42972 -0.10152 -0.55853 0.41 -2.22 -0.60 -0.193
C -0.11386 -0.10441 1.24923 2.18 -0.11 -1.69 0.025
C -1.99069 -0.13652 -2.16767 -0.62 -0.80 -2.03 -0.648
C -0.31281 0.06527 2.75446 -1.53 -2.10 -2.01 -0.645
C 0.47425 -0.29634 -1.46956 -5.16 1.63 -1.88 0.080
C 1.40744 -0.15604 -2.72785 -0.16 -2.22 2.12 -0.504
C -1.18944 -0.09944 0.27252 0.85 0.24 -0.15 0.019
C -2.58161 0.30390 0.69670 -1.15 -0.34 -0.42 -0.656
C 2.44307 -0.11681 -1.53459 5.54 5.32 -1.41 0.564
H -1.52052 -0.39471 -3.17748 -0.64 0.21 1.29 0.224
H -2.85829 -0.85029 -2.03309 0.89 0.83 -0.05 0.224
H -0.50947 1.06842 2.88405 -0.80 2.27 0.80 0.219
H -1.15368 -0.56734 3.04680 -0.30 0.42 0.13 0.218
H 1.44856 0.69851 -3.39186 -0.32 0.02 0.03 0.237
H 0.45611 -0.21251 3.41219 1.45 -0.43 0.28 0.227
H -2.49800 1.13233 1.39090 -0.17 -0.06 0.41 0.223
H 1.32957 -1.13488 -3.17262 0.52 -0.08 -1.07 0.221
H -2.40436 0.89124 -2.32902 0.34 -0.71 0.53 0.227
H 3.32693 0.35854 1.29801 1.01 -0.07 -1.05 0.243
H 2.27131 0.62386 2.58453 -0.08 -1.26 -0.98 0.211
H -3.28474 0.66791 -0.10906 1.22 -0.38 0.45 0.226
H -3.15796 -0.53160 1.13715 0.40 0.36 0.24 0.226
H 2.63292 -1.11184 2.07888 0.16 0.65 -0.07 0.224
```
Forces are in eV/Å.

Properties
**HOMO energy**: -8.66 eV
**Charge**: 0
**Gap between HOMO and LUMO**: 8.911 eV
**F_max**: 7.809 eV Å⁻¹
**Electronic energy**: -540.8010 Eh
**LUMO energy**: 0.25 eV

---

# C30H26MoN2Se

C30H26MoN2Se as an isolated structure (the ωB97M-V functional and the def2-TZVPD basis, the Open Molecules 2025 dataset).

Geometry as XYZ:
```
60
Properties=species:S:1:pos:R:3:forces:R:3:nbo_charge:R:1
Mo 0.05050 0.04310 0.28180 -1.53 0.72 0.47 0.190
Se 2.05400 -1.02060 1.49140 0.31 0.47 0.75 -0.062
N 2.83090 -3.77700 1.03910 -0.24 0.54 0.50 -0.528
N 3.45020 -2.98760 2.99770 -0.72 -0.04 -0.95 -0.375
C -1.97690 1.17360 0.42610 -0.09 0.30 -0.18 -0.295
C 0.13200 2.39700 0.71650 0.55 -0.44 -0.81 -0.201
C 2.70960 -2.71040 1.88330 0.28 -0.20 -0.54 0.287
C 0.37430 1.66490 1.89130 0.25 -0.17 0.80 -0.287
C -0.50480 1.66640 -3.72520 0.27 -0.84 0.66 -0.264
C 1.83500 1.35170 -4.42480 -0.10 0.05 -0.07 -0.227
C 3.04270 1.80760 -4.90780 0.13 0.02 -0.01 -0.197
C 0.86830 3.51870 -4.75720 -0.04 -0.04 0.07 -0.236
C 3.58980 -2.16140 4.16160 0.04 0.42 0.42 -0.420
C 5.04090 -6.62000 1.95880 -0.14 0.05 -0.22 -0.209
C 4.05840 -4.21030 2.84110 0.24 -0.81 -0.44 0.179
C 5.41420 -6.11890 3.19850 0.02 0.19 0.24 -0.206
C 4.16230 -5.93240 1.12990 0.01 0.04 0.11 -0.214
C -4.15810 2.44590 -3.42940 -0.11 0.03 0.01 -0.215
C 3.17070 3.12160 -5.33040 0.08 0.07 -0.02 -0.235
C -0.99660 2.09550 -0.04420 -0.45 0.29 0.10 -0.220
C -0.64930 0.82650 2.41720 0.10 0.56 0.34 -0.261
C -3.37450 3.38760 -5.48060 -0.16 0.11 -0.04 -0.214
C -0.09100 -0.10100 -1.85820 -0.53 -0.01 0.62 -0.189
C 3.67180 -4.71960 1.58670 0.46 -0.28 0.65 0.099
C -2.11230 2.87300 -5.24240 0.14 -0.13 0.11 -0.235
C 4.93070 -4.90380 3.66480 -0.08 0.02 -0.11 -0.252
C 0.72080 2.19280 -4.34180 0.45 0.14 -0.03 0.062
C -2.90340 1.92520 -3.19420 0.13 0.07 -0.05 -0.225
C -4.39850 3.20150 -4.56650 -0.02 0.05 -0.06 -0.222
C -0.34610 0.70940 -2.79600 -0.17 0.93 -0.92 0.133
C 2.08020 3.97210 -5.24980 0.11 0.07 -0.04 -0.213
C -1.84430 0.63420 1.72310 0.34 -0.61 -0.40 -0.179
C -1.83490 2.16680 -4.06620 -0.65 0.06 -0.17 0.059
C 0.05180 -1.42930 -1.37000 0.38 -0.28 -0.53 -0.639
H 2.18090 5.00600 -5.55690 -0.02 0.00 0.00 0.208
H -3.56260 3.95410 -6.38410 0.03 -0.03 -0.04 0.208
H -2.92940 1.10480 -0.08870 0.25 -0.28 -0.06 0.240
H 4.11730 3.48260 -5.70420 0.07 0.04 -0.06 0.207
H 3.89120 1.13760 -4.94620 0.04 -0.02 -0.04 0.206
H 5.23030 -4.50450 4.62150 0.03 0.00 0.09 0.226
H -0.82790 -2.06030 -1.52920 0.09 0.10 0.35 0.232
H 1.73250 0.33090 -4.08560 0.02 -0.07 -0.03 0.217
H -2.72190 1.31340 -2.32390 0.02 -0.01 0.16 0.211
H 2.37310 -3.82310 0.14260 0.03 0.16 0.06 0.444
H 1.23110 1.90850 2.51290 -0.05 -0.18 -0.20 0.241
H 6.10530 -6.67800 3.81150 0.03 -0.04 0.03 0.222
H 0.96200 -1.93530 -1.72130 -0.11 0.09 0.39 0.203
H 3.24010 -2.69350 5.04890 -0.03 -0.01 -0.09 0.212
H -2.66150 0.07550 2.16960 0.24 -0.11 -0.17 0.237
H 0.84400 3.13630 0.36870 -0.04 -0.13 0.02 0.243
H -5.37250 3.63460 -4.73980 -0.08 0.01 -0.03 0.206
H -1.19540 2.65870 -0.94940 0.20 -0.32 -0.12 0.250
H 3.00030 -1.25760 4.01540 0.06 -0.09 0.03 0.258
H -0.53990 0.43190 3.42460 0.11 -0.26 -0.36 0.237
H -1.34040 3.00960 -5.98540 0.06 0.03 0.01 0.217
H 4.63640 -1.88860 4.30940 -0.03 0.01 -0.07 0.214
H 0.04750 4.21710 -4.66590 -0.04 -0.05 0.02 0.215
H 3.88980 -6.32650 0.16440 -0.07 -0.03 -0.12 0.226
H -4.95340 2.28030 -2.71590 -0.06 -0.07 0.04 0.207
H 5.45380 -7.56120 1.62940 -0.01 -0.07 -0.06 0.223
```
Forces are in eV/Å.

Properties
**HOMO energy (alpha / beta)**: -6.12 / -6.33 eV
**Charge**: 0
**Gap between HOMO and LUMO (alpha / beta)**: 6.117 / 6.192 eV
**F_max**: 1.757 eV Å⁻¹
**Electronic energy**: -3737.7977 Eh
**LUMO energy (alpha / beta)**: 0.00 / -0.14 eV